{
  "formula": "C4H4N4",
  "method": "wB97M-V/def2-TZVPD",
  "species": ["C", "N", "C", "N", "C", "N", "C", "N", "H", "H", "H", "H"],
  "xyz": [[-1.0885, -0.9149, 0.4849], [-0.0304, -1.5087, 0.3697], [1.0515, -1.2012, -0.4270], [1.7073, -0.0826, -0.4809], [1.1904, 1.0662, 0.3505], [0.0412, 1.5294, 0.3524], [-1.1728, 1.0316, -0.4586], [-1.7881, -0.1444, -0.4859], [-1.8601, -1.2837, 1.2140], [1.4982, -2.0550, -0.7839], [1.9884, 1.6577, 0.8547], [-1.5371, 1.9054, -0.9898]],
  "lowdin_charge": [-0.275, 0.103, -0.209, 0.084, -0.209, 0.069, -0.102, 0.104, 0.134, 0.085, 0.118, 0.099],
  "lumo_ha": 0.000,
  "homo_ev": -9.582,
  "energy_ha": -373.744311,
  "de_lowest_kj_mol": 264.1,
  "smiles": "C1=N\\C=N/C=N\\C=N/1",
  "homo_lumo_gap_ev": 9.5719
}

***

{
  "formula": "C15H14N2O3S2",
  "method": "wB97M-V/def2-TZVPD",
  "species": ["C", "O", "C", "O", "C", "C", "C", "C", "C", "S", "C", "N", "C", "N", "C", "S", "C", "C", "C", "C", "C", "O", "H", "H", "H", "H", "H", "H", "H", "H", "H", "H", "H", "H", "H", "H"],
  "xyz": [[3.6938, -3.5347, 0.2390], [3.3034, -2.2012, -0.0483], [4.1069, -1.2439, 0.4337], [5.1054, -1.4602, 1.0781], [3.6333, 0.0968, 0.0905], [4.1753, 1.3187, 0.4152], [3.3290, 2.2845, -0.1566], [2.3336, 1.5890, -0.7980], [1.1519, 2.0621, -1.5464], [-0.3439, 2.0407, -0.4750], [-1.1490, 0.5914, -1.0544], [-0.6277, -0.0088, -2.1095], [-1.2155, -1.0990, -2.5773], [-2.2990, -1.6667, -2.1007], [-2.8314, -1.0652, -1.0478], [-4.2584, -1.6156, -0.2469], [-4.1553, -0.2917, 0.8967], [-5.1940, -0.1819, 1.9587], [-3.0909, 0.5260, 0.6806], [-2.7630, 1.7242, 1.5072], [-2.3116, 0.1002, -0.4384], [2.5145, 0.2691, -0.6457], [4.6762, -3.7433, -0.1899], [3.7439, -3.6915, 1.3187], [2.9369, -4.1746, -0.2069], [5.0632, 1.4782, 0.9909], [3.4350, 3.3488, -0.1099], [1.2804, 3.0904, -1.8752], [0.9041, 1.3906, -2.3708], [-0.7543, -1.5602, -3.4391], [-5.9251, -0.9779, 1.8490], [-4.7424, -0.2593, 2.9476], [-5.7104, 0.7755, 1.8936], [-1.7856, 1.6039, 1.9718], [-3.5065, 1.8710, 2.2845], [-2.7228, 2.6142, 0.8812]],
  "lowdin_charge": [-0.046, -0.020, -0.448, 0.118, -0.167, 0.028, -0.004, -0.341, -0.344, 1.025, -0.501, 0.057, -0.200, 0.076, -0.540, 1.103, -0.520, -0.101, -0.282, -0.060, -0.194, 0.110, 0.098, 0.098, 0.094, 0.121, 0.113, 0.087, 0.073, 0.113, 0.065, 0.088, 0.086, 0.076, 0.074, 0.068],
  "lumo_ha": 0.020,
  "homo_ev": -8.217,
  "energy_ha": -1711.618513,
  "de_lowest_kj_mol": 0.0,
  "smiles": "COC(=O)c1ccc(CSc2ncnc3sc(C)c(C)c23)o1",
  "homo_lumo_gap_ev": 8.7568
}

***

{
  "formula": "C25H38F3NRhSSi",
  "method": "wB97M-V/def2-TZVPD",
  "species": ["Rh", "C", "C", "C", "C", "C", "C", "C", "C", "C", "C", "H", "H", "H", "H", "H", "H", "H", "H", "H", "H", "H", "H", "H", "H", "F", "C", "F", "F", "C", "C", "C", "C", "N", "C", "S", "H", "H", "H", "C", "Si", "C", "C", "C", "C", "C", "C", "C", "C", "H", "H", "H", "H", "H", "H", "H", "H", "H", "H", "H", "H", "H", "H", "H", "H", "H", "H", "H", "H", "H"],
  "xyz": [[-0.7750, -0.5403, -0.4780], [0.2904, 4.1831, -1.7492], [0.3343, 2.6961, -2.0936], [0.7955, 2.5063, -3.5404], [-0.9907, 1.9853, -1.8248], [-1.2779, 0.7542, -2.4122], [-2.4997, 0.0937, -2.1587], [-3.4852, 0.6707, -1.3775], [-4.8061, -0.0091, -1.1566], [-3.2150, 1.9339, -0.8270], [-2.0027, 2.5583, -1.0232], [1.2483, 4.6435, -1.9889], [0.1035, 4.3658, -0.6914], [-0.4811, 4.6976, -2.3258], [1.0862, 2.2339, -1.4457], [0.0299, 2.8475, -4.2396], [1.0348, 1.4702, -3.7786], [1.6989, 3.0882, -3.7202], [-0.6146, 0.3338, -3.1549], [-2.7214, -0.8326, -2.6795], [-4.7019, -1.0934, -1.1804], [-5.5151, 0.2716, -1.9378], [-5.2460, 0.2758, -0.2013], [-3.9738, 2.4208, -0.2257], [-1.8424, 3.5310, -0.5803], [1.6579, -6.2812, -1.1672], [1.1838, -5.2479, -0.4578], [1.9671, -5.1079, 0.6248], [-0.0471, -5.5686, -0.0408], [1.1844, -3.9862, -1.2893], [2.1003, -3.8541, -2.3195], [2.2038, -2.6579, -3.0226], [1.3907, -1.6100, -2.6455], [0.4954, -1.7408, -1.6640], [0.3722, -2.8943, -0.9943], [-0.8629, -2.6981, 0.2256], [2.7348, -4.6928, -2.5730], [2.9011, -2.5417, -3.8385], [1.4432, -0.6442, -3.1319], [0.4922, 2.2279, 1.2882], [0.4115, 0.3708, 1.2443], [2.1287, -0.2895, 1.6569], [2.7723, 0.4934, 2.8118], [2.9103, -0.0074, 0.3500], [2.2240, -1.7910, 1.9461], [-1.1377, 0.0385, 2.8005], [-0.8310, -1.3055, 3.4032], [-0.9082, 1.1989, 3.7392], [-2.4725, 0.1139, 2.0627], [0.8264, 2.5512, 2.2714], [-0.4697, 2.6824, 1.0619], [1.2135, 2.6061, 0.5617], [2.8178, 1.5656, 2.6215], [3.8011, 0.1491, 2.9529], [2.2471, 0.3323, 3.7552], [2.9556, 1.0581, 0.1089], [2.4785, -0.5321, -0.5033], [3.9392, -0.3576, 0.4623], [1.9179, -2.0382, 2.9590], [3.2650, -2.1096, 1.8378], [1.6263, -2.3912, 1.2659], [0.0745, -1.2794, 4.0059], [-0.7549, -2.1061, 2.6726], [-1.6584, -1.5660, 4.0757], [0.0952, 1.2060, 4.1651], [-1.6067, 1.0818, 4.5786], [-1.1178, 2.1624, 3.2855], [-2.4796, -0.5845, 1.2143], [-2.6664, 1.1212, 1.6962], [-3.2925, -0.1615, 2.7331]],
  "lowdin_charge": [0.622, -0.066, -0.375, -0.052, -0.193, -0.134, -0.096, -0.282, -0.028, -0.030, -0.033, 0.090, 0.066, 0.098, 0.109, 0.101, 0.052, 0.088, 0.095, 0.130, 0.086, 0.096, 0.086, 0.129, 0.111, 0.156, -0.593, 0.160, 0.139, -0.090, 0.044, -0.010, -0.095, -0.066, -0.612, 0.787, 0.139, 0.121, 0.108, -0.189, 0.722, -0.637, -0.076, -0.097, -0.087, -0.562, -0.113, -0.101, -0.103, 0.044, 0.024, 0.027, 0.076, 0.096, 0.077, 0.075, 0.047, 0.095, 0.078, 0.095, 0.026, 0.078, 0.008, 0.097, 0.078, 0.102, 0.070, 0.028, 0.068, 0.098],
  "lumo_ha": [-0.162, -0.162],
  "homo_ev": [-11.049, -11.049],
  "energy_ha": -2127.794837,
  "de_lowest_kj_mol": 0.0,
  "total_charge": 1,
  "homo_lumo_gap_ev": [6.6522, 6.6514]
}

***

{
  "formula": "C2H11O3S",
  "method": "wB97M-V/def2-TZVPD",
  "species": ["C", "C", "S", "H", "H", "H", "H", "H", "H", "H", "O", "H", "H", "O", "H", "H", "O"],
  "xyz": [[1.1288, 0.7596, -1.6170], [0.0235, 1.0681, -0.6216], [0.1263, -0.0833, 0.8528], [0.8109, -0.1009, -2.2203], [2.0032, 0.3842, -1.0930], [1.2851, 1.5533, -2.3560], [-0.9810, 0.8218, -0.9565], [0.1205, 2.0555, -0.1730], [-0.1839, -3.3688, -0.6508], [-0.1834, -2.1752, 0.4133], [-0.5478, -3.0589, 0.1775], [-2.8807, -1.0973, 0.9692], [-2.2445, -1.9262, -0.1461], [-3.0913, -1.5669, 0.1589], [1.3833, 3.0224, 2.5771], [1.4468, 1.5537, 1.9971], [1.7842, 2.1589, 2.6884]],
  "lowdin_charge": [-0.232, -0.681, 0.354, 0.052, 0.037, 0.050, 0.021, 0.021, 0.015, -0.132, -0.152, 0.002, -0.021, -0.114, 0.005, -0.092, -0.133],
  "lumo_ha": 0.137,
  "homo_ev": -3.366,
  "energy_ha": -706.754545,
  "de_lowest_kj_mol": 50.7,
  "total_charge": -1,
  "homo_lumo_gap_ev": 7.0858
}

***

{
  "formula": "AlH6O3",
  "method": "wB97M-V/def2-TZVPD",
  "species": ["Al", "O", "H", "H", "O", "H", "H", "O", "H", "H"],
  "xyz": [[0.3144, -0.3996, 0.5902], [0.9503, 0.8886, 2.2519], [1.1425, 1.8150, 2.1064], [1.3969, 0.6768, 3.0716], [-0.2485, -1.5997, -1.1365], [0.4425, -1.6525, -1.7968], [-0.9269, -2.1975, -1.4507], [-0.8254, 0.5861, -0.9731], [-0.7885, 1.5417, -1.0142], [-1.4574, 0.3411, -1.6490]],
  "lowdin_charge": [1.691, 0.167, 0.151, 0.160, 0.117, 0.146, 0.167, 0.099, 0.146, 0.157],
  "lumo_ha": -0.732,
  "homo_ev": -28.189,
  "energy_ha": -470.331115,
  "de_lowest_kj_mol": 0.0,
  "total_charge": 3,
  "homo_lumo_gap_ev": 8.2735
}

***

{
  "formula": "CH7NS2",
  "method": "wB97M-V/def2-TZVPD",
  "species": ["N", "H", "H", "H", "C", "S", "S", "H", "H", "H", "H"],
  "xyz": [[1.5452, 2.9175, -0.1291], [1.3463, 3.4720, 0.6834], [2.6330, 2.8284, -0.1952], [1.1684, 1.9598, -0.0718], [-1.2825, 0.1811, 1.4466], [0.0519, -0.1159, 0.2983], [-0.2412, -1.6261, -1.1241], [-2.3388, 0.4940, 1.1496], [-1.5898, -0.8129, 2.1436], [-0.9227, 0.9768, 2.0062], [-0.3891, -2.5556, -0.2786]],
  "lowdin_charge": [-0.012, -0.003, 0.075, -0.112, -0.377, 0.713, 0.636, 0.106, 0.158, 0.006, -0.189],
  "lumo_ha": [-0.206, -0.332],
  "homo_ev": [-13.276, -13.256],
  "energy_ha": -893.047319,
  "de_lowest_kj_mol": 156.6,
  "total_charge": 1,
  "homo_lumo_gap_ev": [7.6781, 4.2120],
  "multiplicity": 2
}

***

{
  "formula": "C4H4O4",
  "method": "wB97M-V/def2-TZVPD",
  "species": ["C", "O", "O", "O", "H", "H", "C", "C", "C", "O", "H", "H"],
  "xyz": [[0.6129, 0.6539, 0.0764], [1.5435, 0.1870, 1.0057], [1.2174, 0.7950, -1.1916], [-0.1465, 1.6623, 0.4737], [2.3123, -0.1349, 0.5193], [1.3799, 1.7413, -1.3047], [-0.7057, -1.6829, 0.3333], [-1.5988, 0.5727, -0.2017], [-0.6048, -0.4146, -0.0569], [-2.5497, 1.0299, -0.6665], [0.1991, -2.2405, 0.5310], [-1.6595, -2.1692, 0.4820]],
  "lowdin_charge": [-0.722, 0.067, 0.050, 0.008, 0.110, 0.114, 0.148, -0.091, -0.124, 0.270, 0.086, 0.083],
  "lumo_ha": [-0.025, -0.025],
  "homo_ev": [-10.022, -10.023],
  "energy_ha": -455.699670,
  "de_lowest_kj_mol": 297.6,
  "homo_lumo_gap_ev": [9.3479, 9.3488]
}

***

{
  "formula": "C7H13BClFNNaO7P",
  "method": "wB97M-V/def2-TZVPD",
  "species": ["C", "C", "O", "C", "C", "O", "C", "P", "O", "Cl", "O", "C", "O", "O", "C", "F", "B", "N", "O", "H", "H", "H", "H", "H", "H", "H", "H", "H", "H", "H", "H", "H", "Na"],
  "xyz": [[3.4625, -1.0163, 0.3463], [3.0678, -0.0040, -0.7300], [1.7762, 0.5663, -0.5129], [1.7086, 1.4255, 0.6070], [0.3056, 1.4283, 1.2045], [-0.2114, 0.0910, 1.2494], [-1.5498, -0.1503, 0.9790], [-2.8320, 1.2168, 1.4153], [-4.1008, 0.2608, 1.6435], [-2.1595, 1.4850, 3.3248], [-1.8994, -1.3133, 1.7470], [-2.1187, -2.3682, 0.9271], [-2.6343, -3.3782, 1.2122], [-1.6281, -2.0605, -0.3221], [-1.7339, -0.6858, -0.4785], [-3.0476, -0.4025, -0.9057], [-0.8027, -0.1857, -1.6723], [-0.8498, 1.1200, -2.2418], [-0.0698, -1.1611, -2.3214], [4.2573, -0.6362, 0.9893], [3.8140, -1.9440, -0.1007], [2.6078, -1.2288, 0.9908], [3.0061, -0.4946, -1.7034], [3.8158, 0.7906, -0.8252], [2.4326, 1.1466, 1.3758], [1.9507, 2.4488, 0.2920], [0.3503, 1.7828, 2.2334], [-0.3460, 2.0881, 0.6239], [-3.9075, -0.5276, 2.1757], [-1.4152, 1.8017, -1.7500], [0.0786, 1.5053, -2.3838], [0.2324, -0.8137, -3.1676], [-1.5596, -0.7868, -4.2216]],
  "lowdin_charge": [-0.055, -0.235, -0.185, -0.170, -0.173, -0.061, -0.534, 0.653, -0.314, 0.357, 0.082, -0.507, 0.242, 0.159, -0.306, 0.039, -0.560, 0.228, 0.165, 0.078, 0.078, 0.084, 0.112, 0.122, 0.131, 0.138, 0.103, 0.105, 0.073, 0.102, 0.110, 0.084, 0.853],
  "lumo_ha": -0.177,
  "homo_ev": -12.397,
  "energy_ha": -1944.453060,
  "total_charge": 1,
  "homo_lumo_gap_ev": 7.5912
}

***

{
  "formula": "C3H2O3Pb",
  "method": "wB97M-V/def2-TZVPD",
  "species": ["O", "C", "H", "H", "O", "Pb", "O", "C", "C"],
  "xyz": [[-0.9054, 2.1670, 0.2047], [0.0199, 2.9316, -0.0180], [-0.0853, 3.9983, 0.2332], [0.9782, 2.5636, -0.4187], [0.0228, -1.3101, 0.1167], [-1.4792, 0.2039, -0.1022], [-0.3589, -2.5924, 0.0380], [0.5039, -3.4587, 0.0051], [1.3040, -4.5032, -0.0589]],
  "lowdin_charge": [-0.275, 0.091, 0.151, 0.138, -0.344, 1.794, 0.027, -0.051, 0.470],
  "lumo_ha": [-0.453, -0.453],
  "homo_ev": [-20.059, -20.041],
  "energy_ha": -532.995227,
  "de_lowest_kj_mol": 770.4,
  "total_charge": 2,
  "homo_lumo_gap_ev": [7.7400, 7.7253]
}

***

{
  "formula": "C4H4NO3S2",
  "method": "wB97M-V/def2-TZVPD",
  "species": ["C", "C", "C", "C", "N", "O", "O", "O", "S", "S", "H", "H", "H", "H"],
  "xyz": [[-0.9425, -0.2387, 1.7748], [-0.4737, 0.6880, -0.1963], [-1.3120, 1.6160, 0.4466], [-0.2985, 0.9996, -1.6779], [-0.2553, -0.3299, 0.6309], [2.0860, -0.4480, -0.4650], [1.9794, -2.0215, 1.3152], [0.4400, -2.3667, -0.5317], [-1.3627, 1.3689, 2.1693], [1.2047, -1.3971, 0.2319], [-0.5372, -0.9256, 2.4628], [-0.0887, 2.1081, -1.8172], [0.6154, 0.3880, -2.0459], [-1.0548, 0.5588, -2.2975]],
  "lowdin_charge": [-0.473, -0.492, -0.412, -0.082, -0.174, -0.343, -0.350, -0.348, 0.902, 0.503, 0.052, 0.087, 0.077, 0.052],
  "lumo_ha": 0.113,
  "homo_ev": -4.033,
  "energy_ha": -1231.607590,
  "de_lowest_kj_mol": 345.2,
  "total_charge": -1,
  "homo_lumo_gap_ev": 7.1074
}

***

{
  "formula": "C15H18ClNO4",
  "method": "wB97M-V/def2-TZVPD",
  "species": ["C", "C", "C", "Cl", "C", "C", "C", "C", "C", "C", "C", "C", "C", "C", "C", "O", "N", "O", "O", "C", "O", "H", "H", "H", "H", "H", "H", "H", "H", "H", "H", "H", "H", "H", "H", "H", "H", "H", "H"],
  "xyz": [[0.6291, -2.9907, -0.2688], [-0.2970, -2.0162, -1.1110], [-1.4017, -1.2480, -0.2656], [-1.6212, -2.0476, 1.3660], [-1.1923, 0.3125, -0.1793], [-0.1097, 0.9040, 0.7907], [1.3608, 0.8166, 0.2864], [1.8230, 1.3354, -1.0155], [3.2089, 1.2321, -1.4627], [4.2475, 0.6348, -0.6176], [3.8190, 0.1536, 0.6924], [2.4175, 0.2229, 1.1286], [2.1344, -0.3436, 2.5687], [-2.5843, 0.8630, 0.4049], [-3.4254, 1.2529, -0.8826], [-4.6251, 1.9886, -0.7107], [-4.9415, 2.1980, 0.6387], [-5.7032, 1.3876, 1.0049], [-2.3819, 1.8589, -1.6911], [-1.3482, 0.8837, -1.6465], [-0.8010, 0.6138, -2.6687], [0.1082, -3.9649, -0.1121], [1.0269, -2.5298, 0.6695], [1.5260, -3.1972, -0.9242], [0.3902, -1.3371, -1.6771], [-0.8298, -2.6392, -1.8796], [-2.3757, -1.4060, -0.8093], [-0.1579, 0.2807, 1.7309], [-0.3364, 1.9528, 1.1320], [1.1158, 1.8323, -1.7126], [3.4766, 1.6193, -2.4711], [5.2877, 0.6019, -1.0020], [4.6219, -0.2708, 1.3481], [1.4840, -1.2548, 2.5569], [3.1135, -0.5498, 3.0848], [1.6382, 0.4557, 3.1875], [-2.4363, 1.8570, 0.9174], [-3.1690, 0.1999, 1.0857], [-3.6915, 0.3374, -1.4860]],
  "lowdin_charge": [-0.149, -0.227, -0.544, 0.645, -0.299, -0.076, -0.134, -0.026, -0.077, -0.074, -0.051, -0.193, -0.071, -0.078, -0.300, -0.042, -0.014, 0.109, 0.040, -0.375, 0.162, 0.066, 0.041, 0.081, 0.103, 0.115, 0.113, 0.097, 0.138, 0.097, 0.096, 0.094, 0.102, 0.065, 0.078, 0.084, 0.130, 0.105, 0.170],
  "lumo_ha": -0.026,
  "homo_ev": -8.962,
  "energy_ha": -1398.110058,
  "de_lowest_kj_mol": 634.7,
  "smiles": "CC[C@@H](Cl)[C@]1(Cc2ccccc2C)C[C@@H](ON=O)OC1=O",
  "homo_lumo_gap_ev": 8.2566
}

***

{
  "formula": "C5H9NS",
  "method": "wB97M-V/def2-TZVPD",
  "species": ["C", "C", "C", "S", "N", "C", "C", "H", "H", "H", "H", "H", "H", "H", "H", "H"],
  "xyz": [[-1.3448, 2.0605, -0.5791], [-0.4896, 1.6045, 0.5934], [0.5098, 0.5435, 0.2607], [-0.6652, -0.9316, 0.0960], [0.6290, -2.0219, 0.6690], [1.5855, -2.4551, -0.3429], [0.7014, -3.3562, 0.0311], [-2.3542, 2.2812, -0.3040], [-0.9328, 3.0211, -1.0703], [-1.2743, 1.0970, -1.2850], [-1.2678, 1.2218, 1.3430], [0.1222, 2.4332, 0.9597], [1.1494, 0.6918, -0.5871], [1.0569, 0.2410, 1.1635], [2.1696, -2.0757, -1.1058], [0.4048, -4.3552, 0.1578]],
  "lowdin_charge": [-0.145, -0.424, -0.428, 0.825, -0.413, -0.084, -0.063, 0.046, 0.094, 0.076, 0.105, 0.099, 0.076, 0.077, 0.077, 0.080],
  "lumo_ha": 0.030,
  "homo_ev": -7.920,
  "energy_ha": -648.664607,
  "de_lowest_kj_mol": 495.0,
  "smiles": "CCCSN1C=C1",
  "homo_lumo_gap_ev": 8.7289
}